{
  "formula": "C28H28N2O4",
  "method": "ωB97M-V/def2-TZVPD",
  "lumo_ev": -1.475,
  "total_charge": 0,
  "mol_weight_g_mol": 456.54,
  "energy_ev": -40655.9578,
  "e_homo_ev": -4.4538,
  "species": ["C", "C", "C", "C", "C", "O", "C", "C", "H", "H", "H", "H", "H", "H", "H", "C", "O", "C", "C", "C", "C", "C", "O", "C", "C", "N", "C", "C", "C", "C", "C", "C", "C", "C", "C", "C", "O", "N", "C", "C", "C", "H", "H", "H", "H", "H", "H", "H", "H", "H", "H", "H", "H", "H", "H", "H", "H", "H", "H", "H", "H", "H"],
  "coordinates": [[-7.41760, 1.46072, 0.87441], [-5.92772, 1.57145, 0.87958], [-5.13442, 0.41054, 0.88908], [-3.76382, 0.48038, 0.81823], [-3.09022, 1.75345, 0.57263], [-1.92002, 1.83309, 0.12983], [-3.92402, 2.92936, 0.81645], [-5.29089, 2.82598, 0.88487], [-7.87239, 2.45283, 0.86262], [-7.76275, 0.90850, -0.00695], [-7.77672, 0.91862, 1.75567], [-5.62895, -0.56225, 0.95308], [-3.13225, -0.40583, 0.83703], [-3.41511, 3.89094, 0.82782], [-5.90519, 3.72837, 0.94358], [0.97378, -3.68161, -1.65284], [1.91622, -2.99937, -0.80085], [2.05937, -3.41193, 0.47728], [1.53168, -4.59733, 1.02939], [1.74441, -4.86572, 2.38243], [2.48259, -4.01060, 3.19700], [3.01688, -2.83183, 2.63888], [3.76085, -1.90739, 3.29254], [4.14660, -2.15270, 4.66221], [2.76166, -2.53219, 1.30276], [3.27319, -1.30394, 0.77168], [2.56964, -0.32850, 0.13046], [1.11454, -0.28227, 0.05496], [0.55607, 0.88997, -0.64819], [-0.15486, 0.77149, -1.78172], [-0.56245, 1.89817, -2.60743], [-1.00087, 1.68919, -3.93637], [-1.39073, 2.76011, -4.73700], [-1.33852, 4.07028, -4.23350], [-0.88303, 4.29473, -2.92643], [-0.50517, 3.22343, -2.11965], [0.41516, -1.17125, 0.56956], [3.47351, 0.59097, -0.28825], [3.23937, 1.80411, -1.05021], [4.74716, 0.19894, 0.10424], [4.62478, -0.97207, 0.75572], [1.04593, -3.16799, -2.61199], [1.23303, -4.74329, -1.76923], [-0.04507, -3.58843, -1.24909], [0.95074, -5.27160, 0.39400], [1.32511, -5.77463, 2.80932], [2.65303, -4.23022, 4.25121], [4.78834, -1.30967, 4.92015], [3.26478, -2.17826, 5.32067], [4.70665, -3.09705, 4.75696], [0.63392, 1.81916, -0.08409], [-0.33635, -0.23064, -2.18556], [-1.01697, 0.66647, -4.32013], [-1.73398, 2.57920, -5.75796], [-1.64854, 4.91185, -4.85516], [-0.82274, 5.30820, -2.52626], [-0.20233, 3.39911, -1.08784], [4.22114, 2.25265, -1.23213], [2.76243, 1.58733, -2.01333], [2.63371, 2.52205, -0.48654], [5.61222, 0.80049, -0.11837], [5.36514, -1.59350, 1.22081]],
  "forces_ev_per_angstrom": [[-0.179, -0.154, 0.021], [0.349, 0.127, 0.004], [-0.351, 0.499, 0.157], [0.863, 0.855, -0.378], [-2.152, 0.078, 0.557], [1.395, 0.058, 0.100], [1.117, -0.788, -0.392], [-0.495, -0.645, 0.167], [-0.113, -0.070, 0.012], [-0.133, 0.091, 0.042], [-0.144, 0.074, -0.022], [0.091, 0.159, 0.026], [-0.122, 0.017, -0.130], [-0.107, -0.039, -0.126], [0.111, -0.175, 0.021], [0.080, 0.056, 0.361], [-0.115, -0.547, -0.192], [-0.458, -0.378, 0.223], [0.168, 0.478, -0.371], [0.081, 0.136, -0.211], [0.370, 0.485, -0.090], [-0.351, -0.478, 0.258], [0.148, -0.215, 0.642], [-0.270, -0.139, -0.329], [0.121, -0.215, 0.075], [0.435, 0.686, -0.535], [2.309, -0.595, 0.889], [-3.450, -0.959, 0.504], [-0.453, -0.415, 0.028], [0.720, -0.289, 0.368], [-0.553, 0.954, -0.603], [0.242, 0.062, 0.684], [0.054, 0.379, 0.144], [0.122, -0.419, 0.119], [0.038, -0.292, -0.117], [-0.088, -0.256, -0.299], [1.846, 1.594, -1.096], [-0.067, -0.772, 0.430], [0.122, 0.802, -0.418], [-0.711, 0.258, -0.239], [-0.773, -0.369, 0.056], [-0.049, -0.146, 0.125], [0.009, 0.304, -0.006], [0.298, 0.019, -0.064], [0.241, 0.245, 0.395], [0.086, 0.202, -0.073], [-0.116, -0.014, -0.377], [-0.129, -0.165, 0.047], [0.264, 0.048, -0.228], [-0.180, 0.302, -0.105], [0.116, 0.000, -0.431], [0.122, 0.268, 0.085], [-0.108, 0.291, 0.046], [0.094, 0.067, 0.330], [0.088, -0.267, 0.160], [-0.106, -0.282, -0.145], [-0.209, -0.017, -0.291], [-0.195, -0.098, 0.017], [0.034, 0.027, 0.390], [0.155, -0.272, -0.213], [-0.079, -0.057, 0.000], [-0.030, -0.094, -0.002]]
}



{
  "formula": "C28H28N4O2RuS2",
  "method": "ωB97M-V/def2-TZVPD",
  "lumo_ev": [-3.705, -3.714],
  "total_charge": 1,
  "spin_multiplicity": 2,
  "mol_weight_g_mol": 617.76,
  "energy_ev": -63794.5441,
  "e_homo_ev": [-9.8832, -11.0790],
  "species": ["Ru", "C", "C", "C", "C", "C", "H", "H", "H", "H", "H", "S", "C", "N", "C", "C", "N", "C", "C", "C", "C", "C", "C", "C", "C", "S", "C", "C", "C", "C", "C", "C", "C", "H", "H", "H", "H", "H", "H", "H", "H", "H", "H", "H", "H", "H", "H", "H", "H", "H", "H", "C", "N", "C", "C", "C", "O", "N", "C", "O", "H", "H", "H", "H", "H"],
  "coordinates": [[0.01168, -0.22056, 0.08200], [1.86587, 1.01089, -0.10955], [1.51816, 0.39477, -1.34928], [0.30144, 0.99904, -1.78268], [-0.12096, 1.92923, -0.80447], [0.87094, 1.94993, 0.21999], [2.74163, 0.78234, 0.47670], [2.10117, -0.32474, -1.89893], [-0.23250, 0.73213, -2.68038], [-1.01487, 2.52943, -0.84697], [0.84183, 2.55609, 1.11153], [0.35367, 0.15397, 2.70339], [0.59803, -1.38266, 3.28503], [0.91315, -1.66729, 4.54244], [1.02634, -3.05046, 4.99244], [-0.03201, -3.87036, 4.30700], [0.12316, -3.71826, 2.85845], [-0.27266, -4.87806, 2.04763], [-1.70452, -5.25040, 2.34339], [-2.04645, -6.56281, 2.63978], [-3.36964, -6.90097, 2.89202], [-4.35255, -5.92395, 2.86060], [-4.01237, -4.60824, 2.57137], [-2.69407, -4.27145, 2.30969], [0.46281, -2.55080, 2.34071], [0.83845, -2.35496, 0.71043], [1.09950, -0.63834, 5.57303], [-0.04439, -0.65065, 6.55712], [-1.35539, -0.51516, 6.10578], [-2.40685, -0.53727, 7.00770], [-2.15784, -0.69082, 8.36622], [-0.85511, -0.82304, 8.81955], [0.19922, -0.80721, 7.91514], [0.86561, -3.06445, 6.06918], [2.02888, -3.43317, 4.78089], [-1.03261, -3.55436, 4.61143], [0.07959, -4.92666, 4.54607], [0.40333, -5.70391, 2.27585], [-0.13914, -4.61402, 1.00219], [-1.27838, -7.32706, 2.67055], [-3.62913, -7.92609, 3.11997], [-5.38216, -6.18498, 3.06568], [-4.77737, -3.84261, 2.55244], [-2.43649, -3.24020, 2.08595], [1.19272, 0.32251, 5.07355], [2.04144, -0.85321, 6.08154], [-1.55414, -0.37891, 5.04817], [-3.42266, -0.42561, 6.65206], [-2.98003, -0.70415, 9.06908], [-0.65627, -0.94159, 9.87626], [1.21770, -0.91214, 8.27156], [-2.36330, -3.38588, -3.86153], [-2.37235, -2.67068, -2.58772], [-3.46333, -2.66358, -1.77803], [-3.50379, -2.01214, -0.59279], [-2.31462, -1.31900, -0.22034], [-2.07442, -0.68566, 0.84842], [-1.26300, -1.32233, -1.06149], [-1.19822, -1.98667, -2.24765], [-0.22605, -1.99514, -2.97646], [-3.31792, -3.88980, -3.98487], [-1.55593, -4.11431, -3.87307], [-2.20543, -2.68773, -4.68073], [-4.31238, -3.22342, -2.14641], [-4.37872, -2.01687, 0.03596]],
  "forces_ev_per_angstrom": [[0.593, 1.818, -0.511], [0.413, -0.369, 0.013], [0.073, -0.051, 0.072], [-0.200, -0.102, 0.180], [0.075, -0.382, 0.029], [-0.448, -0.269, 0.087], [0.008, 0.034, -0.018], [-0.036, -0.018, -0.021], [0.004, 0.000, -0.004], [-0.021, -0.026, 0.053], [-0.015, -0.004, -0.001], [-0.183, -0.097, 0.091], [0.009, 0.015, 0.079], [-0.003, 0.086, -0.062], [0.000, -0.027, -0.003], [0.008, -0.003, 0.032], [-0.029, 0.075, -0.094], [0.012, -0.007, 0.008], [0.003, -0.027, 0.018], [-0.006, 0.010, -0.007], [-0.006, 0.004, 0.000], [0.006, -0.012, 0.002], [0.000, 0.020, -0.004], [-0.030, 0.006, 0.001], [0.092, -0.144, -0.009], [-0.040, -0.082, 0.004], [0.018, -0.020, 0.008], [0.006, -0.004, 0.012], [-0.018, 0.001, 0.006], [0.002, 0.000, -0.010], [0.006, -0.001, 0.005], [-0.008, -0.001, 0.001], [-0.003, 0.000, -0.007], [-0.004, 0.002, -0.001], [-0.003, -0.005, 0.003], [0.005, 0.001, 0.007], [-0.003, 0.002, -0.003], [-0.002, 0.000, -0.001], [0.008, 0.002, -0.007], [0.002, 0.001, -0.001], [0.000, 0.000, 0.000], [0.000, 0.001, -0.001], [0.002, -0.002, -0.003], [0.007, 0.006, -0.019], [0.002, 0.003, 0.003], [-0.001, 0.002, -0.001], [0.007, 0.001, 0.000], [0.000, 0.000, 0.002], [0.000, 0.000, 0.000], [0.000, 0.000, 0.000], [0.001, 0.000, -0.001], [0.004, 0.003, -0.004], [0.026, -0.004, -0.030], [-0.028, 0.021, 0.052], [-0.017, -0.038, -0.032], [0.048, -0.028, 0.065], [-0.099, -0.044, -0.029], [-0.184, -0.334, 0.055], [-0.056, -0.030, 0.012], [0.009, 0.017, -0.017], [-0.002, 0.003, 0.001], [0.000, 0.000, 0.004], [0.000, -0.002, -0.001], [0.000, 0.001, -0.005], [-0.002, -0.001, 0.004]]
}



{
  "formula": "C28H29AuN5O3S2",
  "method": "ωB97M-V/def2-TZVPD",
  "lumo_ev": -3.751,
  "total_charge": 1,
  "mol_weight_g_mol": 744.67,
  "energy_ev": -68455.4145,
  "e_homo_ev": -9.9611,
  "species": ["Au", "O", "C", "C", "C", "C", "C", "C", "C", "O", "N", "N", "C", "S", "C", "C", "S", "H", "H", "H", "H", "H", "H", "H", "H", "H", "O", "C", "C", "C", "C", "C", "C", "C", "N", "C", "C", "N", "H", "H", "H", "H", "H", "H", "H", "C", "N", "C", "C", "C", "C", "C", "C", "C", "C", "H", "H", "H", "H", "H", "H", "H", "H", "H", "H", "H", "H", "H"],
  "coordinates": [[0.03410, -0.54275, -0.80702], [2.27118, 3.17932, 0.71080], [1.36598, 4.14561, 0.39379], [1.77261, 5.46487, 0.56501], [0.91949, 6.50025, 0.24193], [-0.35064, 6.23649, -0.26502], [-0.75119, 4.92904, -0.43873], [0.08855, 3.86182, -0.10577], [-0.38707, 2.47177, -0.31298], [0.34291, 1.49499, 0.20157], [-1.46737, 2.26762, -0.98476], [-1.67043, 0.91081, -1.19451], [-2.89200, 0.58410, -1.40874], [-3.32989, -1.05740, -1.80261], [-4.93184, -0.58624, -2.51126], [-5.49279, 0.51174, -1.63119], [-4.18918, 1.75090, -1.37368], [1.85682, 2.33119, 0.45216], [2.76869, 5.64950, 0.94273], [1.24641, 7.52209, 0.37941], [-1.01610, 7.04769, -0.52274], [-1.73193, 4.69913, -0.83110], [-5.56224, -1.47393, -2.51719], [-4.78078, -0.23885, -3.53283], [-5.80939, 0.12084, -0.66462], [-6.33312, 1.01270, -2.11039], [-1.12682, -1.64901, 0.89468], [-1.82990, -2.70881, 0.60941], [-3.10629, -2.93330, 1.16225], [-3.82767, -4.05995, 0.84737], [-3.32588, -5.02012, -0.04287], [-2.08308, -4.82466, -0.59631], [-1.32695, -3.68640, -0.27578], [0.00379, -3.52825, -0.84262], [0.68273, -2.42519, -1.20580], [1.90734, -2.83333, -1.72511], [1.96390, -4.17935, -1.68832], [0.77879, -4.58874, -1.12609], [-3.49715, -2.18397, 1.83862], [-4.80807, -4.20097, 1.28346], [-3.90522, -5.89580, -0.29504], [-1.69756, -5.54857, -1.30566], [2.62599, -2.14399, -2.11677], [2.72565, -4.86671, -2.00330], [0.51327, -5.53921, -0.92642], [0.58894, -0.46437, 3.49269], [1.45344, 0.17766, 2.46501], [2.41811, 1.12448, 3.07928], [2.13727, -0.86184, 1.61628], [2.71516, -0.29913, 0.34293], [4.07273, 0.02600, 0.29282], [4.65495, 0.56613, -0.84259], [3.88657, 0.79213, -1.97232], [2.53264, 0.46678, -1.97362], [1.99421, -0.07466, -0.82800], [0.13578, 0.32002, 4.09390], [1.21220, -1.10022, 4.11952], [-0.17057, -1.04832, 2.97550], [0.85027, 0.73088, 1.82119], [3.03940, 0.57670, 3.78548], [1.85773, 1.89905, 3.59644], [3.02733, 1.58056, 2.30372], [1.38374, -1.62495, 1.42130], [2.93086, -1.28405, 2.23268], [4.68245, -0.16240, 1.16944], [5.70531, 0.81845, -0.83965], [4.32801, 1.22715, -2.85861], [1.92586, 0.63698, -2.85134]],
  "forces_ev_per_angstrom": [[0.920, 0.343, 1.056], [-0.025, -0.211, -0.092], [0.013, 0.093, -0.026], [-0.035, 0.007, -0.002], [-0.017, -0.004, -0.001], [0.024, -0.017, -0.002], [-0.040, 0.007, 0.047], [-0.044, -0.093, 0.007], [0.205, 0.105, 0.282], [-0.267, -0.256, -0.066], [0.102, -0.289, 0.005], [-0.512, -0.055, -0.161], [0.080, 0.177, -0.163], [-0.024, -0.045, 0.041], [0.070, 0.006, -0.053], [-0.023, 0.021, 0.010], [-0.025, -0.024, -0.046], [0.029, 0.136, 0.008], [0.020, 0.007, 0.013], [0.006, 0.019, 0.003], [-0.014, 0.013, -0.004], [-0.008, 0.001, -0.008], [-0.010, 0.004, 0.020], [-0.037, -0.013, 0.009], [-0.010, -0.002, -0.021], [0.000, 0.002, 0.012], [-0.224, 0.363, -0.008], [0.269, 0.104, -0.061], [-0.023, -0.074, 0.142], [0.024, -0.025, -0.056], [-0.025, 0.047, 0.047], [0.048, 0.028, 0.044], [0.036, -0.008, -0.131], [-0.119, 0.054, -0.004], [-0.064, -0.476, 0.051], [-0.205, 0.041, -0.094], [-0.047, 0.012, 0.041], [0.053, -0.191, -0.097], [-0.013, -0.002, 0.000], [-0.021, -0.015, 0.020], [-0.031, -0.011, -0.008], [-0.014, 0.000, -0.035], [0.078, 0.091, 0.006], [0.031, -0.020, -0.027], [-0.004, 0.039, 0.028], [-0.033, -0.005, -0.084], [-0.165, 0.238, -0.286], [0.085, 0.040, 0.033], [-0.041, -0.062, -0.163], [0.241, 0.085, -0.159], [-0.009, -0.055, 0.086], [-0.012, 0.005, 0.000], [-0.051, 0.036, -0.041], [0.255, 0.029, 0.120], [-0.302, -0.040, -0.256], [-0.030, -0.040, 0.003], [-0.002, 0.016, -0.005], [-0.052, 0.003, -0.008], [0.007, -0.113, 0.049], [-0.014, -0.024, 0.012], [0.025, 0.015, -0.012], [-0.033, 0.005, 0.055], [-0.014, -0.016, -0.055], [-0.025, -0.041, 0.004], [0.020, 0.033, 0.004], [0.033, -0.012, -0.003], [0.023, -0.001, -0.008], [-0.035, 0.014, -0.007]]
}